Here is 9 unconnected molecules or ions with the total composition C48H114F9N6O18 in a non-equilibrium geometry from OMol25. Energies are from ωB97M-V with the def2-TZVPD basis set.

Structure (ORCA input):
```
! RIJCOSX wB97M-V def2-TZVPD def2/J DEFGRID3
* xyz 3 1
C 1.08 -1.21 1.47
O 1.02 0.13 0.99
O -0.20 -1.64 1.69
C 1.88 -1.97 0.33
F 1.33 -2.04 -0.91
F 3.13 -1.55 0.29
F 1.89 -3.29 0.72
C 0.99 1.17 2.00
C 1.31 2.37 1.16
H 0.51 2.76 0.53
H 1.28 3.18 1.92
H 2.28 2.30 0.67
H 1.65 1.02 2.85
H -0.04 1.28 2.36
H 1.75 -1.26 2.33
C 1.93 9.07 -0.67
O 0.96 8.05 -0.39
O 1.22 10.22 -0.48
C 3.29 8.92 0.09
F 3.35 7.77 0.81
F 4.30 8.77 -0.79
F 3.56 9.95 0.87
C 1.01 6.87 -1.17
C -0.09 5.89 -0.77
H -0.39 5.80 0.28
H -0.93 6.08 -1.44
H 0.29 4.88 -0.97
H 2.00 6.42 -1.02
H 0.96 7.06 -2.25
H 2.12 8.99 -1.75
C 4.05 -1.03 4.62
O 4.46 -2.41 4.26
O 4.41 -0.81 5.85
C 4.41 0.07 3.59
F 5.73 0.10 3.30
F 3.73 0.01 2.42
F 4.16 1.29 4.10
C 4.10 -2.73 2.92
C 4.64 -4.12 2.60
H 5.71 -4.18 2.81
H 4.12 -4.78 3.30
H 4.42 -4.48 1.59
H 4.57 -2.01 2.25
H 3.01 -2.89 2.87
H 2.94 -1.14 4.53
C -7.27 -1.11 -0.20
O -6.81 -0.68 -1.50
C -7.40 0.51 -1.94
C -6.32 1.35 -2.66
N -4.99 1.21 -1.99
H -5.11 1.50 -1.03
H -4.85 0.19 -1.95
C -3.87 2.02 -2.59
C -2.56 1.63 -1.92
O -2.56 0.24 -1.70
C -1.39 -0.19 -1.02
H -8.36 -1.13 -0.11
H -7.00 -0.31 0.49
H -6.87 -2.11 -0.10
H -7.79 1.19 -1.17
H -8.20 0.36 -2.66
H -6.57 2.41 -2.75
H -6.37 1.10 -3.72
H -4.19 3.05 -2.41
H -3.78 1.96 -3.67
H -2.40 2.12 -0.95
H -1.72 1.94 -2.55
H -0.52 0.24 -1.54
H -1.41 -1.26 -0.84
H -1.22 0.33 -0.06
C -2.45 -0.31 6.39
O -2.61 -0.60 4.99
C -1.95 0.33 4.13
C -2.80 0.59 2.90
N -2.90 -0.72 2.18
H -3.19 -0.64 1.19
H -1.99 -1.19 2.24
C -4.06 -1.64 2.55
C -4.34 -2.52 1.39
O -4.29 -1.78 0.16
C -4.10 -2.59 -0.99
H -1.62 -0.91 6.75
H -3.36 -0.44 6.96
H -2.31 0.76 6.56
H -0.95 -0.03 3.86
H -1.55 1.16 4.72
H -2.27 1.26 2.22
H -3.78 1.00 3.13
H -4.90 -1.02 2.85
H -3.69 -2.22 3.40
H -5.31 -3.02 1.42
H -3.57 -3.30 1.36
H -3.04 -2.85 -1.10
H -4.45 -2.09 -1.88
H -4.65 -3.53 -0.90
C -5.28 8.68 2.17
O -4.03 8.26 1.62
C -2.92 8.88 2.20
C -1.70 8.39 1.44
N -0.57 9.38 1.67
H 0.14 9.35 0.92
H -1.03 10.29 1.65
C 0.16 9.33 2.99
C 1.03 8.10 3.18
O 0.23 7.05 3.70
C 0.93 5.81 3.79
H -5.51 9.71 1.90
H -5.21 8.59 3.26
H -5.98 7.87 1.95
H -2.86 8.74 3.29
H -3.09 9.96 2.06
H -1.93 8.45 0.38
H -1.39 7.45 1.91
H -0.50 9.56 3.82
H 0.84 10.18 2.97
H 1.73 8.36 3.98
H 1.52 7.91 2.21
H 1.86 5.77 4.36
H 1.10 5.46 2.77
H 0.23 5.17 4.31
C 4.53 -10.76 -5.62
O 3.41 -9.88 -5.52
C 3.20 -9.42 -4.19
C 1.89 -8.65 -4.34
N 1.04 -8.74 -3.08
H 0.08 -8.43 -3.25
H 0.90 -9.75 -2.94
C 1.48 -8.21 -1.72
C 2.34 -7.00 -1.86
O 1.83 -6.00 -2.71
C 2.22 -4.67 -2.38
H 4.48 -11.14 -6.64
H 4.44 -11.62 -4.95
H 5.47 -10.20 -5.60
H 4.10 -8.87 -3.93
H 3.01 -10.26 -3.51
H 1.30 -9.13 -5.12
H 1.95 -7.59 -4.57
H 2.06 -8.98 -1.22
H 0.56 -7.88 -1.25
H 3.40 -7.21 -2.04
H 2.40 -6.57 -0.85
H 3.28 -4.59 -2.63
H 2.10 -4.43 -1.32
H 1.55 -3.99 -2.89
C 3.39 -0.70 -8.29
O 3.09 0.41 -7.49
C 2.02 1.20 -7.92
C 1.96 2.48 -7.14
N 1.80 2.03 -5.68
H 0.85 1.73 -5.52
H 2.48 1.26 -5.64
C 2.25 3.04 -4.64
C 1.99 2.53 -3.23
O 2.75 1.36 -3.06
C 2.64 0.84 -1.73
H 4.24 -1.24 -7.87
H 3.59 -0.40 -9.32
H 2.55 -1.40 -8.30
H 1.12 0.57 -7.86
H 2.11 1.44 -8.99
H 1.08 3.10 -7.31
H 2.87 3.06 -7.14
H 1.64 3.92 -4.82
H 3.31 3.19 -4.82
H 0.91 2.30 -3.21
H 2.25 3.25 -2.45
H 3.32 1.48 -1.16
H 3.04 -0.17 -1.73
H 1.65 0.77 -1.26
C -1.78 -6.05 -0.70
O -1.51 -5.62 0.62
C -0.15 -5.31 0.85
C 0.06 -5.29 2.36
N -0.77 -4.17 2.87
H -0.55 -3.32 2.32
H -1.77 -4.35 2.77
C -0.73 -3.74 4.34
C 0.64 -3.51 5.04
O 1.61 -4.47 4.73
C 2.82 -4.18 5.44
H -2.84 -5.99 -0.93
H -1.51 -7.11 -0.76
H -1.22 -5.52 -1.48
H 0.10 -4.36 0.37
H 0.57 -6.02 0.42
H 1.11 -5.16 2.62
H -0.37 -6.23 2.69
H -1.28 -4.47 4.93
H -1.31 -2.81 4.35
H 0.31 -3.43 6.08
H 1.02 -2.50 4.88
H 2.89 -4.42 6.50
H 3.12 -3.13 5.35
H 3.53 -4.80 4.90
*
```

Values from the calculation:
HOMO energy: -10.101 eV
relative energy (zero: lowest compared OMol25 entry of this formula, charge and spin): 3.802 eV

Atomic partial charges in e from the Löwdin method, atoms 1 to 4:
1 C -0.4047
2 O -0.1407
3 O -0.2094
4 C -0.5086


Here is 2 unconnected molecules or ions with the total composition C9H22OSi2 in a non-equilibrium geometry from OMol25. Energies are from ωB97M-V with the def2-TZVPD basis set.

Structure (ORCA input):
```
! RIJCOSX wB97M-V def2-TZVPD def2/J DEFGRID3
* xyz 0 1
C 0.39 0.24 3.34
C 1.05 1.13 2.55
C 2.60 1.02 2.55
C 2.03 -1.96 -0.11
C -2.64 0.81 -0.77
C -1.96 -1.60 -2.71
C -1.60 -1.71 0.46
C 1.27 1.46 -2.40
C 0.37 2.09 1.80
O 1.82 -0.84 -0.88
Si -1.46 -0.55 -1.09
Si 0.67 0.22 -1.09
H -0.64 0.35 3.63
H 0.83 -0.67 3.80
H 2.74 0.61 1.46
H 2.91 2.00 2.45
H 2.96 0.54 3.39
H 2.83 -1.78 0.66
H 2.22 -2.85 -0.79
H 1.22 -2.18 0.52
H -3.52 0.48 -0.36
H -2.14 1.43 -0.05
H -2.92 1.43 -1.54
H -2.98 -1.68 -2.79
H -1.45 -1.06 -3.49
H -1.47 -2.52 -2.80
H -2.58 -2.08 0.69
H -1.06 -2.66 0.24
H -1.28 -1.18 1.39
H 0.51 1.61 -3.11
H 1.51 2.38 -1.86
H 2.18 1.01 -2.79
H -0.61 2.42 1.93
H 1.02 2.86 1.32
*
```

Values from the calculation:
HOMO energy (alpha / beta): -7.422 / -5.988 eV
relative energy (zero: lowest compared OMol25 entry of this formula, charge and spin): 0.000 eV

Atomic partial charges in e from the Löwdin method, atoms 1 to 4:
1 C 0.0018
2 C -0.4863
3 C -0.0384
4 C -0.1531


Here is a molecular structure, C24H45Cl3N3O4SiTm in a non-equilibrium geometry from OMol25. Energies are from ωB97M-V with the def2-TZVPD basis set.

Structure (ORCA input):
```
! RIJCOSX wB97M-V def2-TZVPD def2/J DEFGRID3
* xyz 0 3
C -2.08 -0.26 -5.89
C -1.38 -0.99 -4.83
H -1.74 -0.62 -6.85
H -1.81 0.80 -5.81
H -3.18 -0.40 -5.83
C -0.26 -1.76 -5.10
C -0.09 -2.23 -6.51
H 0.21 -2.34 -4.31
H 0.47 -1.51 -7.13
H -1.10 -2.40 -6.96
H 0.47 -3.19 -6.47
Tm 0.54 0.90 1.30
Cl 1.48 3.25 0.47
C -0.74 -1.99 2.20
O 0.07 -1.03 2.11
N -0.32 -3.19 2.53
C 1.13 -3.43 2.51
C -1.30 -4.22 2.88
H -1.81 -1.85 1.97
H 1.59 -2.48 2.32
H 1.39 -4.17 1.75
H 1.45 -3.83 3.46
H -2.32 -3.82 2.80
H -1.16 -4.60 3.90
H -1.23 -5.12 2.26
H 1.25 4.02 5.85
H -0.77 5.45 5.26
C 1.37 3.77 4.80
C -0.52 5.22 4.22
N 0.06 3.89 4.14
H 1.75 2.77 4.67
C -0.28 3.01 3.24
O 0.33 1.89 3.17
H -1.41 5.36 3.61
H -1.11 3.22 2.55
H 2.04 4.51 4.35
H 0.22 5.96 3.93
H 2.00 0.58 -3.22
H 2.45 -2.17 -3.25
C 2.96 0.53 -2.71
C 3.27 -1.91 -2.57
N 2.97 -0.69 -1.85
H 3.14 1.36 -2.05
C 2.67 -0.81 -0.56
O 2.54 0.07 0.32
H 3.39 -2.72 -1.84
H 2.52 -1.86 -0.28
H 3.73 0.41 -3.45
H 4.18 -1.77 -3.15
O -0.97 0.72 -3.39
C -1.70 -0.57 -3.39
C -0.10 -2.06 -1.99
C -1.42 -1.64 -2.25
H 0.71 -1.53 -2.54
C 0.17 -3.20 -1.21
H -2.81 -0.47 -3.36
C -2.45 -2.40 -1.65
H 1.19 -3.52 -1.04
C -0.86 -4.02 -0.75
C -2.17 -3.55 -0.88
H -3.51 -2.18 -1.92
H -0.65 -5.05 -0.40
H -3.02 -4.07 -0.43
Si -0.87 2.45 -3.14
Cl -0.07 0.58 -0.92
C 0.93 3.07 -3.18
C -1.50 3.58 -1.65
C -1.92 2.56 -4.60
H 1.59 2.41 -3.76
H 1.33 3.18 -2.16
H 0.97 4.06 -3.64
H -1.30 2.24 -5.48
H -2.27 3.59 -4.74
H -2.80 1.87 -4.45
H -0.96 3.45 -0.71
H -2.57 3.47 -1.46
H -1.33 4.64 -1.92
Cl -3.10 0.55 2.49
C -1.99 0.87 1.28
H -2.23 0.07 0.60
H -2.23 1.86 0.86
*
```

Values from the calculation:
HOMO energy (alpha / beta): -6.274 / -6.272 eV
relative energy (zero: lowest compared OMol25 entry of this formula, charge and spin): 4.903 eV
expectation value of S²: 2.002

Atomic partial charges in e from the Löwdin method, atoms 1 to 4:
1 C -0.0583
2 C -0.2329
3 H 0.0604
4 H 0.0317


Across the entries above, calculated total energy takes the values -4477.5392; -1010.2132; -4162.0597 hartree, respectively.